[1]
{"formula": "C5H16NO", "method": "ωB97M-V/def2-TZVPD", "s2": 0.75, "charge": 0, "homo_energy_ev": [-2.97, -11.82], "orbital_gap_ev": [3.8, 12.4], "e_above_lowest_kj_mol": 98.7, "multiplicity": 2, "e_tot_ev": -8979.1627, "species": ["H", "C", "H", "N", "H", "H", "H", "H", "H", "H", "H", "C", "H", "C", "O", "H", "H", "H", "C", "H", "C", "H", "H"], "coordinates": [[-0.85445, 0.48438, 1.92966], [-0.01727, 2.46355, -0.69734], [-0.93344, -0.29121, -0.30749], [0.84324, -1.07476, 0.44011], [-1.01463, 2.37739, -1.11746], [-1.55830, 1.89632, 1.21723], [1.43961, 0.49020, -2.06194], [0.70682, -0.88849, 1.46312], [-2.00479, -2.99219, 0.28109], [1.84075, -1.22137, 0.19080], [-1.04031, -3.62636, 1.30812], [0.12228, -0.03810, -0.40394], [0.71229, 2.52329, -1.50905], [0.32203, 1.34563, 0.29018], [-1.07129, -3.20102, 0.43565], [0.38912, -2.00500, 0.31080], [-0.19011, 0.09809, -2.53643], [0.92405, -1.16161, -2.06522], [-0.60071, 1.46199, 1.51210], [-0.12428, 2.09485, 2.25693], [0.59251, -0.15030, -1.83957], [-0.00213, 3.45933, -0.24489], [1.37485, 1.42775, 0.55612]], "atomic_forces_ev_per_a": [[0.3, 0.1, 0.3], [0.5, 0.6, -0.1], [0.0, -0.1, -0.2], [-0.7, -0.4, -0.4], [-0.2, -0.3, -0.1], [0.1, 0.1, 0.0], [0.2, 0.1, 0.2], [0.4, -0.1, 0.1], [0.0, 0.0, 0.1], [0.1, 0.4, 0.3], [0.0, 0.1, 0.0], [0.5, 0.4, 0.8], [-0.2, -0.1, -0.1], [-0.8, -0.2, -0.9], [-0.1, -0.1, -0.1], [-0.1, 0.1, 0.0], [-0.4, 0.2, -0.2], [-0.2, -0.1, 0.0], [0.2, -0.1, -0.2], [-0.2, 0.0, 0.2], [0.4, -0.3, 0.0], [0.1, -0.2, 0.3], [0.0, 0.0, 0.2]], "nbo_charge": [0.2005, -0.6106, 0.2092, -1.0478, 0.2049, 0.2077, 0.2182, 0.2885, 0.4654, 0.3442, 0.4371, -0.0879, 0.2092, -0.2400, -1.0510, 0.4279, 0.2244, 0.2277, -0.6350, 0.2221, -0.6435, 0.2197, 0.2091]}

[2]
{"formula": "C2H6P2S2", "method": "ωB97M-V/def2-TZVPD", "charge": 0, "homo_energy_ev": [-8.15, -7.49], "orbital_gap_ev": [7.5, 6.9], "e_above_lowest_kj_mol": 287.1, "multiplicity": 1, "e_tot_ev": -42415.9286, "species": ["S", "S", "H", "P", "C", "H", "P", "C", "H", "H", "H", "H"], "coordinates": [[2.42424, 0.40471, -0.33208], [2.39669, -1.64530, 0.23302], [-1.01361, 0.30034, -1.87080], [-1.57467, -0.45759, 0.42258], [-0.19693, 0.38693, 1.23225], [-2.37843, 1.40025, -0.92745], [0.71816, 1.52607, 0.12612], [-1.53003, 0.61795, -1.03918], [-0.63248, 1.01890, 1.89506], [-0.89794, -1.43215, -0.35136], [0.56604, -0.15387, 1.72523], [2.11895, -1.96624, -1.11339]], "atomic_forces_ev_per_a": [[0.4, -0.3, 0.2], [-0.6, 0.7, -2.1], [0.4, -0.3, -2.1], [0.1, -0.9, -0.9], [1.4, -0.9, -1.4], [1.9, -1.1, -1.3], [-1.2, -0.3, -1.2], [-1.8, 2.8, 3.1], [-1.3, 1.9, 2.5], [0.3, -0.4, 0.6], [0.4, -1.1, 0.9], [0.3, -0.1, 1.6]], "nbo_charge": [-0.1979, -0.1338, 0.2004, 0.5687, -1.0552, 0.2178, 0.5439, -0.7350, 0.2361, -0.0550, 0.2520, 0.1580]}

[3]
{"formula": "C5H6O2", "method": "ωB97M-V/def2-TZVPD", "charge": 0, "homo_energy_ev": -9.63, "orbital_gap_ev": 10.2, "e_above_lowest_kj_mol": 157.9, "smiles": "C=C1CC1.O=C=O", "multiplicity": 1, "e_tot_ev": -9375.4592, "species": ["H", "C", "O", "C", "H", "C", "O", "H", "H", "H", "C", "H", "C"], "coordinates": [[-0.04610, 1.46680, 0.98870], [-1.87445, 0.48156, -0.18461], [1.66472, -1.73418, 1.10106], [2.54184, -1.13953, 1.48490], [-0.37750, -1.67052, -1.58569], [0.14977, -0.79510, -1.22301], [3.43533, -0.54880, 1.89377], [-2.33176, -0.06290, 0.57089], [-0.65775, 2.37046, -0.39193], [1.20472, -0.82603, -1.24331], [-0.55201, 0.10108, -0.61244], [-2.52466, 0.96897, -0.93803], [-0.63213, 1.38819, 0.13971]], "atomic_forces_ev_per_a": [[0.3, -0.2, 2.2], [0.5, 1.9, -0.9], [-2.8, -2.0, -1.2], [1.6, 0.9, 0.9], [0.2, -0.1, -0.1], [-0.4, -1.4, -0.3], [1.3, 0.9, 0.5], [-0.9, -0.9, 1.3], [0.2, -1.1, 0.1], [0.9, 0.3, -0.3], [-0.3, 2.1, 0.0], [0.3, -0.5, 0.6], [-0.8, 0.0, -2.8]], "nbo_charge": [0.2163, -0.4305, -0.4968, 1.0174, 0.1970, -0.3852, -0.5201, 0.2178, 0.2186, 0.1951, 0.0052, 0.2235, -0.4584]}

[4]
{"formula": "C6H17NO", "method": "ωB97M-V/def2-TZVPD", "charge": 0, "homo_energy_ev": -9.68, "orbital_gap_ev": 10.6, "e_above_lowest_kj_mol": 37.1, "smiles": "CC(C)C[C@H](C)N.O", "multiplicity": 1, "e_tot_ev": -10035.1973, "species": ["H", "H", "H", "C", "C", "H", "H", "H", "O", "C", "H", "C", "C", "H", "H", "H", "N", "C", "H", "H", "H", "H", "H", "H", "H"], "coordinates": [[-0.05232, -1.01568, -1.73493], [-2.36088, 0.15945, -0.10526], [-1.44582, 2.10497, -0.09146], [-1.05867, -0.58637, -1.75347], [0.80612, -0.71516, 0.92592], [-0.04547, 1.56818, 0.26183], [0.65303, 4.01959, -3.13874], [0.95643, -2.71025, 1.72455], [-0.28712, 3.83288, -3.04074], [1.40555, -2.12590, 0.92439], [-0.32406, 2.95378, -2.63286], [-1.32588, 0.06020, -0.41311], [-0.72506, -0.79500, 0.72677], [-1.12633, 0.14185, -2.56454], [-1.28106, -0.58328, 1.64445], [2.20708, -0.03693, 2.46701], [-0.76165, 1.43255, -0.43632], [1.12997, -0.01948, 2.26119], [1.23756, -0.12113, 0.12841], [-1.79223, -1.37404, -1.94974], [0.75021, -0.59002, 3.11765], [2.49131, -2.10325, 0.96670], [0.69751, 0.96532, 2.21353], [1.24437, -2.62338, -0.03812], [-0.99260, -1.83890, 0.53688]], "atomic_forces_ev_per_a": [[-0.1, 0.0, -0.2], [-0.5, -0.1, -0.8], [-0.2, -0.2, -0.5], [-0.5, -0.2, -0.2], [-0.3, -0.5, 0.9], [0.5, -0.4, 0.0], [-0.1, 0.0, 0.0], [0.2, -0.2, 0.1], [0.1, -0.2, 0.1], [0.1, 0.4, -1.0], [0.0, 0.2, 0.1], [0.9, 0.3, 1.1], [-0.3, -0.3, -0.1], [0.0, -0.1, 0.1], [0.3, 0.3, 0.2], [-0.1, 0.6, -0.4], [-0.3, 0.8, 0.4], [0.4, -1.0, -0.2], [0.2, 0.0, -0.3], [0.2, -0.1, 0.0], [-0.5, 0.2, -0.2], [0.2, 0.1, 0.6], [0.1, 0.5, 0.5], [-0.5, -0.1, 0.1], [0.0, 0.0, -0.2]], "nbo_charge": [0.2023, 0.1876, 0.3625, -0.6137, -0.2342, 0.3515, 0.4644, 0.2047, -0.9506, -0.6025, 0.4837, -0.0515, -0.4049, 0.2182, 0.2029, 0.2089, -0.8616, -0.5995, 0.1991, 0.2084, 0.2037, 0.2077, 0.1991, 0.2064, 0.2074]}

[5]
{"formula": "CH4N2O2", "method": "ωB97M-V/def2-TZVPD", "charge": 0, "homo_energy_ev": -9.62, "orbital_gap_ev": 9.8, "e_above_lowest_kj_mol": 180.1, "smiles": "[H]/N=N/[H].O=CO", "multiplicity": 1, "e_tot_ev": -8174.8189, "species": ["H", "O", "H", "N", "H", "N", "C", "H", "O"], "coordinates": [[-1.55936, -0.53269, -1.38110], [1.34621, 0.38088, 1.34505], [1.18375, 1.31225, -0.49455], [-1.03212, 0.08795, 0.34557], [0.99185, -1.37844, 0.02579], [-1.89063, -0.10667, -0.51982], [1.20909, 0.42787, 0.17485], [-1.47221, 0.47901, 1.11656], [1.22343, -0.67015, -0.61234]], "atomic_forces_ev_per_a": [[1.2, -0.1, -0.1], [0.5, 0.6, 1.6], [0.0, 0.0, 0.5], [-0.2, -1.5, -3.2], [0.4, 0.1, -0.6], [-1.3, 0.6, 1.1], [0.8, -0.1, -1.9], [-1.3, 1.2, 2.2], [-0.2, -0.6, 0.3]], "nbo_charge": [0.3141, -0.6011, 0.1155, -0.3126, 0.4857, -0.2819, 0.6630, 0.3225, -0.7051]}

[6]
{"formula": "C22H25Br51FO2", "method": "ωB97M-V/def2-TZVPD", "charge": -1, "homo_energy_ev": -2.18, "orbital_gap_ev": 2.7, "multiplicity": 1, "e_tot_ev": -3602191.7620, "species": ["Br", "H", "Br", "Br", "C", "Br", "Br", "C", "H", "H", "Br", "C", "Br", "Br", "H", "H", "Br", "H", "H", "H", "Br", "Br", "C", "C", "Br", "H", "C", "C", "Br", "Br", "Br", "Br", "C", "Br", "H", "H", "Br", "Br", "Br", "H", "Br", "Br", "C", "O", "C", "Br", "Br", "O", "Br", "Br", "Br", "Br", "Br", "H", "H", "Br", "Br", "H", "C", "H", "Br", "Br", "C", "Br", "Br", "H", "Br", "Br", "C", "H", "Br", "C", "Br", "Br", "H", "C", "C", "C", "H", "Br", "C", "C", "Br", "Br", "Br", "Br", "C", "Br", "H", "Br", "H", "H", "Br", "Br", "C", "Br", "F", "C", "Br", "H", "H"], "coordinates": [[5.74331, -3.47238, 1.02687], [8.94129, -2.51188, 0.74350], [-9.98326, 3.33566, -3.98100], [7.57856, 12.00836, -5.02082], [5.95280, -3.20759, -0.88242], [-0.39442, -13.37540, 0.35422], [-1.65149, -1.39423, -3.31189], [3.15298, -8.75457, 3.21231], [-2.53918, 3.00966, 3.27027], [-0.72786, 0.42495, 2.92842], [5.12936, 11.85317, -7.09218], [-1.31037, 3.51110, 7.44973], [9.32914, -0.05676, 0.71828], [-1.14997, -10.25835, 0.51057], [-0.49334, 4.39068, 5.33354], [0.62820, 1.08553, -0.17909], [9.47967, -2.15413, 3.14484], [3.41482, -8.95442, 2.17499], [-1.88196, 3.19416, 8.38912], [-3.00509, 0.43679, -2.31487], [5.90913, 6.28248, -1.41152], [-9.10715, 2.64666, -0.97012], [-2.14216, -5.89661, -3.36590], [-10.85261, 7.05792, -4.65199], [-9.02878, -0.75864, 0.93503], [-11.24532, 2.21314, -2.15706], [9.15193, 8.33904, -3.35831], [-0.49732, -11.80276, 1.48407], [1.95686, 1.00560, -2.27920], [-9.86140, 6.22258, -6.09294], [-6.98967, -4.03698, -0.81517], [4.55202, -7.62986, 3.94418], [9.68888, -1.88972, 1.23535], [3.27965, -5.98562, -0.28313], [8.33396, 8.90050, -2.91071], [4.43304, 4.29044, -1.22800], [-9.39172, -4.65643, -2.85647], [-0.72575, -4.80611, -2.61523], [10.50309, 9.62672, -3.88329], [-11.15379, 6.26359, -3.97082], [-3.83912, -4.95932, -3.39032], [-1.69939, -0.24447, -0.31429], [10.39889, -4.39789, 6.79988], [-0.58544, 1.28526, 2.46516], [-4.51534, 3.63664, -0.47222], [7.69005, -3.80544, -1.50641], [1.43730, -7.85421, 3.20000], [0.54782, 2.27779, 4.29669], [-11.33950, -2.94746, 1.35608], [11.42596, -2.48701, 0.61150], [2.03581, 3.10647, 0.15152], [8.42199, 7.39503, -4.88666], [-4.35594, -1.51944, -1.58297], [5.20701, -3.82975, -1.37368], [1.19515, -6.48105, -1.54253], [-3.34343, 4.57758, 0.74630], [8.67670, -3.50814, 6.78704], [0.51754, -11.57261, 1.80282], [5.28851, 4.50312, -1.86668], [-3.29148, 3.67436, 6.42262], [-9.74963, 8.28721, -3.63764], [-2.27174, -7.61126, -2.47002], [-1.51880, 3.43764, 3.58836], [2.86997, -6.97875, -3.31016], [11.79009, -3.26282, 7.53123], [-1.03278, 4.62407, 7.45945], [-4.89607, 1.83760, 0.14297], [-11.60917, 4.58592, -1.50972], [-10.57948, 3.07368, -2.15449], [6.84200, 10.15182, -6.49961], [5.59149, -1.37482, -1.39956], [6.28221, 10.85908, -5.89109], [1.82417, -8.78822, -0.87061], [-3.81807, 3.64727, -2.28126], [-1.28112, 4.23884, 2.79368], [-2.23622, 3.32567, 6.13160], [-1.57589, 4.21070, 4.98405], [-7.53199, -4.13689, -2.67338], [-0.34306, 2.92757, 7.32503], [9.80701, 7.11630, -2.00541], [-10.33503, -1.89968, 0.07100], [0.94493, 1.86767, -0.86594], [10.31726, -6.11144, 7.70376], [6.62858, 3.15381, -1.48799], [-0.66367, 2.71176, -1.54283], [3.05890, -10.46921, 4.11437], [2.15777, -6.98758, -1.50687], [-1.53388, -12.13376, 3.08831], [-6.93520, -4.92056, -3.13592], [-11.50199, -0.89546, -1.10946], [10.66231, -4.59680, 5.76319], [-1.87452, -6.09735, -4.40091], [-12.47610, 7.90436, -5.29077], [5.26329, 9.82218, -4.60890], [-0.39826, 2.29469, 3.49287], [4.66550, 4.40500, -3.69964], [-2.33278, 1.89997, 5.83374], [-2.71810, -0.54263, -1.93451], [-7.14669, -2.49194, -3.62377], [-5.46160, 4.17307, -0.48982], [-9.78277, -2.60248, -0.55032]], "atomic_forces_ev_per_a": [[0.1, 0.1, -0.3], [0.2, 0.2, 0.1], [-0.1, 0.0, 0.4], [-0.3, -0.2, -0.1], [-0.2, 0.1, -0.1], [-0.1, 0.3, 0.2], [-0.2, 0.3, 0.2], [0.0, 0.1, -0.1], [1.6, 0.4, 0.5], [0.4, 0.9, -0.3], [0.2, -0.2, 0.2], [-0.6, 0.1, -0.8], [0.1, -0.4, 0.1], [0.0, -0.4, 0.2], [-1.4, -0.3, -0.7], [0.1, 0.2, -0.1], [0.0, 0.1, -0.3], [-0.1, 0.1, 0.2], [0.9, 0.5, -1.1], [0.1, -0.2, 0.1], [-0.1, -0.3, -0.1], [-0.3, 0.1, -0.3], [0.0, -0.1, -0.1], [0.0, -0.1, 0.1], [-0.3, -0.3, -0.1], [0.2, 0.2, 0.0], [-0.1, 0.0, 0.1], [0.0, 0.0, 0.1], [-0.1, 0.1, 0.2], [-0.2, 0.3, 0.1], [-0.2, 0.0, -0.3], [-0.3, -0.2, -0.1], [-0.1, 0.0, 0.0], [-0.1, -0.2, -0.2], [0.2, -0.1, -0.1], [0.2, 0.0, -0.2], [0.3, 0.1, 0.1], [-0.3, -0.3, -0.1], [-0.2, -0.3, 0.1], [0.1, 0.1, -0.2], [0.4, -0.1, 0.0], [-0.4, -0.6, -0.1], [0.0, 0.0, -0.1], [0.0, 0.1, 1.3], [0.0, 0.3, 0.4], [-0.2, 0.1, 0.1], [0.3, -0.2, 0.0], [-2.6, -0.9, -3.2], [0.2, 0.2, -0.3], [-0.3, 0.1, 0.1], [-0.2, -0.2, -0.2], [0.2, 0.2, 0.3], [0.4, 0.1, 0.0], [0.2, 0.1, 0.1], [0.2, -0.2, 0.0], [-0.3, -0.3, -0.3], [0.3, -0.2, 0.0], [-0.2, 0.0, -0.1], [-0.1, 0.0, 0.0], [1.2, -0.9, -0.6], [-0.2, -0.2, -0.2], [0.0, 0.3, -0.1], [-0.2, 0.7, -0.1], [-0.1, 0.0, 0.3], [-0.3, -0.2, -0.1], [-0.5, -1.6, 0.3], [0.1, 0.3, -0.2], [0.2, -0.2, -0.1], [0.1, -0.2, 0.1], [-0.1, 0.2, 0.2], [0.1, -0.3, 0.2], [0.0, -0.1, 0.0], [0.2, 0.4, -0.2], [-0.2, 0.0, 0.1], [0.0, -1.3, 0.9], [1.5, 2.0, 0.5], [0.2, -1.9, 0.3], [0.1, 0.0, -0.1], [-1.3, 0.6, 0.1], [-0.1, 0.2, -0.3], [0.2, 0.0, 0.0], [0.0, 0.1, 0.1], [0.0, 0.3, -0.1], [-0.2, 0.2, -0.1], [0.6, 0.1, 0.0], [0.0, 0.3, -0.1], [0.0, 0.0, 0.0], [0.2, 0.1, -0.3], [-0.2, 0.2, 0.1], [0.1, -0.2, 0.2], [-0.1, 0.1, 0.2], [-0.1, 0.0, 0.3], [0.3, -0.1, 0.1], [0.2, 0.2, -0.2], [1.0, 1.1, 2.5], [0.2, 0.0, 0.3], [-0.1, 0.5, 0.3], [0.1, 0.2, 0.1], [-0.2, -0.4, 0.2], [0.2, -0.2, -0.1], [-0.1, 0.2, 0.1]], "lowdin_charge": [0.5559, -0.1058, 0.5654, 0.5446, -1.6029, 0.5594, 0.5382, -1.6222, 0.0797, 0.1025, 0.5590, -0.1203, 0.5575, 0.5145, 0.0220, -0.0927, 0.5395, -0.0483, 0.0565, -0.0572, 0.5433, 0.5526, -1.5732, -1.6268, 0.5508, -0.0552, -1.6144, -1.6113, 0.5385, 0.5262, 0.5648, 0.5629, -1.6258, 0.5719, -0.0350, -0.0839, 0.5823, 0.5955, 0.5385, -0.1020, 0.5701, 0.6077, -1.6246, -0.0687, -1.5728, 0.5862, 0.5485, 0.0404, 0.5637, 0.5498, 0.6139, 0.5405, 0.4978, -0.0669, -0.1090, 0.6291, 0.5479, -0.0441, -1.6048, 0.0984, 0.5618, 0.5665, -0.2366, 0.5613, 0.5555, 0.0648, 0.5581, 0.5860, -1.5953, -0.0355, 0.5680, -1.6190, 0.5353, 0.5295, 0.0580, -0.4087, -0.2368, -1.6016, 0.0692, 0.5552, -1.6143, -1.6008, 0.5534, 0.5474, 0.5172, 0.5545, -1.6026, 0.5608, -0.0576, 0.5535, -0.0335, -0.0219, 0.5540, 0.5500, -0.4058, 0.5499, -0.1465, -1.5661, 0.5515, -0.0327, -0.0946]}